No. 1
ORCA calculation (wB97M-V/def2-TZVPD) on a structure of composition C12H36Na2O16P3S in a non-equilibrium geometry.

ΔE to the lowest compared entry with this formula, charge and spin (kJ/mol): 93.6
Energy (eV): -93322.0809

The geometry in ORCA input format:
```
! RIJCOSX wB97M-V def2-TZVPD def2/J DEFGRID3
* xyz 1 1
Na 29.495 -10.348 4.800
Na 29.505 -8.598 7.996
O 30.129 -8.379 5.759
H 29.547 -7.763 5.273
O 24.821 -9.697 3.118
S 25.725 -9.458 4.263
O 27.192 -9.640 4.056
O 25.411 -7.974 4.913
C 26.278 -7.529 5.916
C 25.573 -6.349 6.594
C 25.091 -10.537 5.643
H 27.202 -7.140 5.489
H 26.487 -8.329 6.626
H 24.609 -6.669 6.990
H 25.540 -5.385 6.086
H 26.145 -6.047 7.472
H 24.052 -10.269 5.836
H 25.774 -10.319 6.464
H 25.196 -11.579 5.340
C 37.771 -10.326 6.580
O 36.531 -11.062 6.452
P 35.106 -10.274 6.641
O 35.070 -9.467 7.864
O 35.078 -9.266 5.336
C 34.937 -9.810 4.045
O 33.922 -11.330 6.433
C 32.580 -10.904 6.744
H 38.173 -9.905 5.658
H 38.496 -11.083 6.879
H 37.698 -9.579 7.370
H 34.818 -10.890 3.950
H 35.877 -9.512 3.583
H 34.042 -9.388 3.587
H 32.230 -11.401 7.648
H 32.011 -11.237 5.875
H 32.394 -9.846 6.927
C 32.275 -2.709 5.903
O 32.156 -3.564 4.777
P 30.822 -3.446 3.794
O 30.810 -4.367 2.613
O 29.601 -3.541 4.853
C 29.370 -4.786 5.535
O 30.700 -1.851 3.387
C 31.780 -1.198 2.692
H 33.284 -2.872 6.283
H 31.599 -2.905 6.735
H 32.192 -1.636 5.731
H 29.653 -4.744 6.587
H 29.746 -5.676 5.031
H 28.291 -4.924 5.595
H 31.360 -0.751 1.791
H 32.516 -1.856 2.231
H 32.213 -0.383 3.272
C 36.083 -3.669 8.433
O 35.960 -5.130 8.168
P 34.488 -5.791 8.228
O 34.519 -7.119 8.891
O 33.625 -4.708 9.045
C 32.307 -4.954 9.471
O 33.946 -5.668 6.708
C 32.872 -6.497 6.212
H 36.133 -3.395 9.487
H 35.323 -3.021 7.998
H 37.021 -3.418 7.938
H 31.652 -4.595 8.677
H 32.157 -4.404 10.400
H 32.149 -6.006 9.708
H 32.576 -7.243 6.950
H 33.180 -6.953 5.271
H 31.924 -5.977 6.077
*
```

***

No. 2
ORCA calculation (wB97M-V/def2-TZVPD) on a cluster of 7 separate species, C41H72N6O6 in total in a non-equilibrium geometry.

ΔE to the lowest compared entry with this formula, charge and spin (kJ/mol): 396.6
SMILES: CCOCC[C@@]1(CCCCCCCCOC(C)=O)COC(=O)O1.CCCC#N.CCCC#N.CCCC#N.CCCC#N.CCCC#N.CCCC#N
Energy (eV): -64904.6633

The geometry in ORCA input format:
```
! RIJCOSX wB97M-V def2-TZVPD def2/J DEFGRID3
* xyz 0 1
C 1.828 0.199 5.591
C 2.665 0.352 4.206
O 1.719 0.089 3.137
C 2.381 -0.180 1.885
C 2.742 -1.725 1.622
C 1.870 -2.782 2.448
C 0.439 -3.253 1.893
C -0.627 -2.058 1.718
C -1.080 -1.431 3.119
C -1.858 -0.032 3.021
C -1.305 0.970 1.900
C -2.213 2.288 1.929
C -1.864 3.319 3.111
C -0.361 3.231 3.656
O 0.521 3.784 2.640
C 1.639 4.449 3.200
C 3.117 4.032 2.681
O 1.597 5.377 4.044
C 2.748 -4.140 2.246
O 2.367 -4.977 3.358
C 2.280 -4.069 4.459
O 2.462 -4.327 5.657
O 1.926 -2.776 3.909
H 2.499 0.162 6.512
H 1.129 1.118 5.660
H 1.149 -0.725 5.504
H 3.540 -0.392 4.223
H 3.009 1.440 4.107
H 1.751 0.295 1.041
H 3.387 0.397 1.871
H 2.631 -1.898 0.486
H 3.849 -1.878 1.897
H 0.622 -3.695 0.838
H 0.013 -4.130 2.506
H -0.173 -1.320 0.977
H -1.566 -2.542 1.247
H -1.828 -2.184 3.584
H -0.205 -1.393 3.868
H -1.751 0.516 4.033
H -2.980 -0.248 2.875
H -0.181 1.156 1.933
H -1.511 0.460 0.884
H -2.264 2.803 0.895
H -3.297 1.930 2.123
H -1.991 4.382 2.674
H -2.596 3.268 3.999
H -0.046 2.165 3.975
H -0.327 3.853 4.629
H 3.859 3.934 3.553
H 3.477 4.943 2.066
H 3.106 3.122 1.995
H 2.562 -4.590 1.207
H 3.891 -3.994 2.291
C 0.762 -7.655 0.145
C 1.586 -8.369 -0.920
C 2.848 -7.597 -1.310
C 2.473 -6.254 -1.868
N 2.178 -5.197 -2.305
H 0.396 -6.688 -0.210
H -0.113 -8.253 0.414
H 1.353 -7.489 1.051
H 0.960 -8.530 -1.804
H 1.873 -9.356 -0.546
H 3.411 -8.152 -2.063
H 3.494 -7.455 -0.440
C 8.143 -6.346 0.489
C 7.609 -5.854 -0.852
C 6.142 -6.224 -1.081
C 5.982 -7.718 -1.065
N 5.859 -8.891 -1.053
H 8.119 -7.436 0.558
H 9.182 -6.035 0.621
H 7.557 -5.936 1.318
H 8.226 -6.273 -1.654
H 7.714 -4.767 -0.900
H 5.803 -5.840 -2.047
H 5.510 -5.788 -0.302
C -3.256 0.681 -3.197
C -2.789 -0.763 -3.059
C -3.651 -1.578 -2.092
C -3.600 -0.967 -0.722
N -3.560 -0.485 0.356
H -3.190 1.219 -2.247
H -2.632 1.215 -3.915
H -4.292 0.726 -3.546
H -1.748 -0.768 -2.721
H -2.809 -1.239 -4.043
H -3.285 -2.607 -2.038
H -4.690 -1.606 -2.433
C -6.563 3.604 -7.513
C -6.823 3.057 -6.114
C -5.557 2.989 -5.256
C -4.550 2.080 -5.901
N -3.760 1.367 -6.411
H -5.882 2.961 -8.077
H -7.496 3.662 -8.077
H -6.130 4.608 -7.467
H -7.267 2.060 -6.200
H -7.558 3.695 -5.615
H -5.798 2.604 -4.261
H -5.119 3.983 -5.139
C 5.409 5.282 6.310
C 5.761 4.297 7.420
C 6.476 3.046 6.902
C 5.592 2.317 5.931
N 4.896 1.743 5.169
H 4.713 4.846 5.589
H 4.928 6.169 6.729
H 6.307 5.604 5.772
H 4.843 4.009 7.942
H 6.403 4.798 8.150
H 6.718 2.380 7.733
H 7.410 3.317 6.402
C -8.849 6.601 -10.715
C -9.448 7.703 -9.847
C -8.680 7.914 -8.540
C -8.701 6.653 -7.726
N -8.718 5.660 -7.087
H -8.884 5.630 -10.215
H -9.410 6.506 -11.648
H -7.807 6.822 -10.966
H -10.491 7.454 -9.628
H -9.452 8.639 -10.413
H -9.138 8.720 -7.961
H -7.643 8.191 -8.744
*
```

***

No. 3
ORCA calculation (wB97M-V/def2-TZVPD) on an isolated molecule of C25H27NO3 in a non-equilibrium geometry.

ΔE to the lowest compared entry with this formula, charge and spin (kJ/mol): 204.3
SMILES: CC(=O)[C@]1([C@@H](c2ccc(C)cc2)c2c(C)n(C)c3ccccc23)CCCOC1=O
Energy (eV): -33994.9084

The geometry in ORCA input format:
```
! RIJCOSX wB97M-V def2-TZVPD def2/J DEFGRID3
* xyz 0 1
C 0.854 -3.163 1.206
C 0.350 -2.081 0.299
C 1.273 -0.849 -0.072
C 2.234 -1.202 -1.277
C 3.730 -1.052 -1.059
C 4.013 0.132 -0.164
O 3.329 -0.037 1.113
C 2.089 -0.552 1.212
O 1.644 -0.761 2.346
O -0.820 -2.218 -0.092
H 1.397 -2.721 2.040
H -0.028 -3.687 1.618
H 1.485 -3.898 0.682
H 2.036 -2.244 -1.562
H 1.929 -0.555 -2.108
H 4.162 -1.993 -0.687
H 4.237 -0.885 -2.022
H 5.061 0.237 0.134
H 3.643 1.048 -0.672
C 1.434 2.300 2.218
C 0.202 1.553 2.008
N -0.620 1.258 3.072
C -0.153 1.165 4.441
C -1.780 0.633 2.589
C -1.663 0.551 1.172
C -2.711 -0.005 0.443
C -3.767 -0.625 1.134
C -3.747 -0.699 2.537
C -2.748 -0.072 3.289
C -0.300 0.911 0.853
C 0.484 0.417 -0.345
C -0.335 0.489 -1.660
C -1.069 -0.559 -2.203
C -1.645 -0.454 -3.461
C -1.591 0.736 -4.168
C -2.254 0.814 -5.508
C -0.889 1.808 -3.619
C -0.261 1.689 -2.386
H 1.646 2.837 1.286
H 1.266 3.000 3.039
H 2.284 1.638 2.435
H -0.974 0.866 5.105
H 0.645 0.402 4.485
H 0.262 2.118 4.789
H -2.716 0.126 -0.630
H -4.577 -1.067 0.562
H -4.526 -1.293 3.040
H -2.687 -0.142 4.378
H 1.251 1.179 -0.542
H -1.230 -1.488 -1.676
H -2.124 -1.320 -3.901
H -2.148 1.825 -5.900
H -1.836 0.087 -6.214
H -3.318 0.573 -5.397
H -0.796 2.729 -4.194
H 0.375 2.501 -2.005
*
```

***

No. 4
ORCA calculation (wB97M-V/def2-TZVPD) on a cluster of 2 separate species, C12H26BN2O6 in total in a non-equilibrium geometry.

ΔE to the lowest compared entry with this formula, charge and spin (kJ/mol): 0.0
Energy (eV): -28800.7554

The geometry in ORCA input format:
```
! RIJCOSX wB97M-V def2-TZVPD def2/J DEFGRID3
* xyz 1 1
C -1.904 -7.394 5.043
O -1.413 -6.305 4.211
C -2.105 -6.443 2.987
N -1.632 -5.517 1.941
C -0.656 -5.947 1.037
C -0.413 -4.876 0.106
N -1.283 -3.877 0.565
B -1.589 -2.485 0.078
O -2.949 -2.179 -0.159
O -0.618 -1.528 -0.086
C -1.090 -0.358 -0.808
C -2.026 -4.237 1.662
H -3.012 -7.543 4.867
H -1.427 -8.363 4.716
H -1.770 -7.186 6.127
H -3.217 -6.291 3.102
H -1.926 -7.488 2.600
H -0.136 -6.923 0.984
H 0.247 -4.789 -0.776
H -3.333 -2.815 -0.792
H -0.248 0.338 -1.071
H -1.765 0.217 -0.123
H -1.666 -0.604 -1.735
H -2.795 -3.634 2.182
C 1.271 2.303 0.454
O 0.998 3.283 -0.524
C 0.444 4.468 0.036
C 0.699 5.656 -0.877
O 2.018 6.182 -0.764
C 3.061 5.402 -1.344
C 3.072 5.447 -2.863
O 2.085 4.572 -3.396
C 1.670 4.957 -4.691
H 0.347 2.002 0.961
H 1.705 1.435 -0.043
H 1.996 2.680 1.182
H 0.876 4.666 1.023
H -0.638 4.311 0.140
H 0.038 6.468 -0.561
H 0.452 5.432 -1.915
H 3.044 4.378 -0.968
H 3.989 5.857 -0.990
H 4.049 5.109 -3.232
H 2.895 6.475 -3.197
H 1.230 5.960 -4.670
H 0.908 4.253 -5.026
H 2.513 4.932 -5.390
*
```

***

No. 5
ORCA calculation (wB97M-V/def2-TZVPD) on a cluster of 3 separate species, C20H43BN2O9Si in total in a non-equilibrium geometry.

SMILES: C[Si](C)(C)C1=C(CB(O)O)C(=O)OC1=O.COCCNCCOC.COCCNCCOC
Energy (eV): -51393.4657

The geometry in ORCA input format:
```
! RIJCOSX wB97M-V def2-TZVPD def2/J DEFGRID3
* xyz 0 1
C -1.129 2.996 0.430
Si -0.852 1.095 0.471
C 0.534 0.767 1.818
C -2.533 0.303 1.103
C -0.456 0.273 -1.219
C -0.341 0.790 -2.607
C -0.504 2.357 -3.052
B 1.030 2.950 -3.278
O 2.073 2.425 -2.327
O 1.386 3.897 -4.366
C 0.009 -0.538 -3.554
O 0.284 -0.604 -4.859
O -0.076 -1.722 -2.653
C -0.167 -1.340 -1.235
O -0.017 -2.026 -0.099
H -0.956 3.391 1.531
H -2.279 3.204 0.187
H -0.400 3.577 -0.286
H 0.130 -0.045 2.571
H 0.771 1.738 2.456
H 1.540 0.402 1.345
H -2.555 0.189 2.286
H -2.604 -0.731 0.540
H -3.436 0.962 0.696
H -1.176 3.013 -2.356
H -1.015 2.402 -4.130
H 2.544 1.673 -2.835
H 1.072 4.811 -4.100
C -1.250 -7.516 -7.310
O -0.818 -7.946 -6.026
C 0.514 -7.524 -5.715
C 0.494 -6.501 -4.566
N -0.071 -5.222 -5.009
C -0.333 -4.287 -3.909
C -1.412 -4.693 -2.885
O -2.734 -4.736 -3.427
C -3.082 -5.976 -4.030
H -2.219 -7.979 -7.517
H -1.377 -6.430 -7.333
H -0.545 -7.830 -8.085
H 1.042 -7.131 -6.592
H 1.057 -8.414 -5.378
H 1.518 -6.341 -4.209
H -0.095 -6.929 -3.749
H -0.946 -5.396 -5.496
H -0.645 -3.343 -4.371
H 0.606 -4.083 -3.382
H -1.434 -3.912 -2.116
H -1.170 -5.622 -2.360
H -2.590 -6.828 -3.550
H -2.853 -5.952 -5.096
H -4.164 -6.107 -3.933
C 3.733 6.140 5.986
O 3.299 5.057 6.798
C 2.315 5.443 7.764
C 0.961 4.791 7.435
N 0.369 5.386 6.232
C -0.802 4.653 5.734
C -0.564 3.222 5.212
O 0.225 3.166 4.022
C 1.628 3.133 4.248
H 4.563 5.790 5.365
H 2.929 6.476 5.325
H 4.088 6.972 6.601
H 2.224 6.533 7.853
H 2.658 5.062 8.732
H 0.279 4.932 8.281
H 1.131 3.719 7.301
H 1.068 5.410 5.495
H -1.214 5.248 4.911
H -1.568 4.629 6.518
H -1.544 2.814 4.937
H -0.168 2.550 5.981
H 1.891 2.623 5.180
H 2.033 4.146 4.238
H 2.091 2.590 3.418
*
```

***

No. 6
ORCA calculation (wB97M-V/def2-TZVPD) on a cluster of 8 separate species, C4H23NO9S in total in a non-equilibrium geometry.

ΔE to the lowest compared entry with this formula, charge and spin (kJ/mol): 206.0
SMILES: O=CN[C@H](CO)CS.O.O.O.O.O.O.O
Energy (eV): -35273.4847

The geometry in ORCA input format:
```
! RIJCOSX wB97M-V def2-TZVPD def2/J DEFGRID3
* xyz 0 1
O -2.838 0.275 0.906
C -1.933 0.036 0.115
N -0.604 0.322 0.427
C -0.235 1.052 1.641
C 1.000 0.615 2.346
S 1.199 -1.261 2.364
C -0.064 2.516 1.008
O -1.345 3.115 1.177
H -1.997 -0.562 -0.769
H 0.056 0.128 -0.352
H -1.058 1.072 2.344
H 1.932 1.025 1.918
H 1.034 0.972 3.388
H 0.256 -1.768 1.550
H 0.065 2.542 -0.063
H 0.689 3.101 1.574
H -1.766 3.023 2.059
H 0.464 -2.887 -3.912
H 0.257 -2.610 -2.397
O 0.835 -2.413 -3.162
H -0.117 -2.499 -0.461
H 0.696 -3.819 -0.309
O -0.025 -3.395 -0.817
H 1.364 0.208 -3.852
H 1.648 1.508 -3.134
O 1.454 0.578 -2.961
H -4.041 1.155 -0.988
H -2.817 1.994 -1.101
O -3.318 1.330 -1.597
H 3.366 -1.208 -2.065
H 2.714 0.161 -1.774
O 3.440 -0.429 -1.510
H 3.555 -2.943 -0.687
H 2.894 -2.491 0.570
O 2.964 -3.274 0.001
H -3.388 1.288 3.551
H -3.130 1.551 2.049
O -3.207 1.994 2.923
*
```

***

No. 7
ORCA calculation (wB97M-V/def2-TZVPD) on a structure of composition C3H9NO2 in a non-equilibrium geometry.

ΔE to the lowest compared entry with this formula, charge and spin (kJ/mol): 455.1
Energy (eV): -8838.2387

The geometry in ORCA input format:
```
! RIJCOSX wB97M-V def2-TZVPD def2/J DEFGRID3
* xyz 0 1
C 0.811 0.238 -1.409
C -0.380 1.803 -0.227
C -0.344 -1.239 1.468
N 0.356 0.621 -0.152
O 0.193 -2.501 1.331
O -0.713 -0.679 0.339
H 1.805 0.773 -1.565
H 1.014 -0.844 -1.542
H 0.131 0.554 -2.288
H -0.580 2.053 -1.344
H -1.390 1.603 0.158
H 0.178 2.586 0.340
H 0.529 -0.716 2.050
H -1.237 -1.205 2.099
H -0.373 -3.044 0.741
*
```

***

Number 1: HOMO -11.8 eV, frontier orbital gap 7.22 eV. Number 2: HOMO -9.4 eV, frontier orbital gap 9.79 eV. Number 3: HOMO -6.9 eV, frontier orbital gap 7.52 eV. Number 4: HOMO -10.6 eV, frontier orbital gap 7.24 eV. Number 5: HOMO -8.3 eV, frontier orbital gap 6.76 eV. Number 6: HOMO -9.7 eV, frontier orbital gap 9.75 eV. Number 7: HOMO -9.5 eV, frontier orbital gap 10.07 eV.